62
Properties=species:S:1:pos:R:3:mulliken_charge:R:1 method="wB97M-V/def2-TZVPD" lumo_ev=0.368 orbital_gap_ev=9.091 total_charge=0 smiles="Cc1ccc(N2C[C@H](C(=O)Nc3ccc(S(=O)(=O)NC[C@@H]4CCCO4)cc3)CC2=O)cc1C" de_lowest_ev=0.897 energy_ev=-50902.87063
C 1.14958 3.63486 4.76017 -1.5332
C 1.47204 2.31296 4.13597 1.1992
C 0.60571 1.23828 4.27418 -1.4180
C 0.87571 0.00774 3.70717 -0.5920
C 2.04949 -0.17228 2.98409 0.5428
C 2.92519 0.89935 2.84055 -0.4156
C 2.65118 2.13459 3.40682 0.7295
C 3.62004 3.26422 3.23831 -1.7104
H 3.97408 3.61051 4.20854 0.3424
H 3.14196 4.10793 2.74188 0.3361
H 4.47849 2.95594 2.64723 0.3799
H 3.84596 0.77627 2.29101 0.3846
N 2.34091 -1.40869 2.37664 0.0423
C 1.90825 -2.63252 2.80292 0.6315
O 1.19285 -2.85555 3.74975 -0.6458
C 2.47452 -3.67937 1.85170 -0.8851
H 1.72295 -4.43105 1.61282 0.3491
C 2.96197 -2.88265 0.64098 0.0170
H 3.85813 -3.31192 0.19049 0.4639
C 1.91391 -2.80635 -0.47081 0.3589
O 2.16289 -3.14018 -1.60524 -0.6747
N 0.71497 -2.31384 -0.04688 0.1815
C -0.45411 -2.10548 -0.77796 0.6751
C -0.59119 -2.48673 -2.11182 -0.4136
C -1.78056 -2.23777 -2.77360 -0.5225
C -2.82067 -1.61291 -2.11477 0.5039
C -2.70256 -1.24566 -0.78739 -1.3367
C -1.52173 -1.49244 -0.11642 -0.7575
H -1.41742 -1.21125 0.92198 0.4323
H -3.54234 -0.78413 -0.29340 0.4251
S -4.32121 -1.18565 -2.98535 1.4443
O -5.44010 -1.52253 -2.15395 -0.7564
O -4.24766 -1.69075 -4.32539 -0.6990
N -4.20323 0.47180 -3.02151 -0.1909
H -4.79147 0.92923 -2.34855 0.2905
C -3.96374 1.19443 -4.24688 -1.1471
H -3.93772 0.46193 -5.05712 0.3957
H -4.77374 1.90437 -4.43543 0.4751
C -2.62193 1.95472 -4.20057 0.0954
H -2.58756 2.63017 -5.06419 0.3877
C -1.41467 0.99712 -4.17147 -0.1457
H -0.84612 1.04106 -5.09752 0.4590
H -1.76616 -0.02265 -4.02433 -0.3244
C -0.59803 1.46375 -2.96521 -0.3661
H -0.11876 0.64129 -2.43894 0.1047
C -1.66426 2.15589 -2.11655 -0.1473
H -1.27063 2.94108 -1.46866 0.3701
O -2.53571 2.77087 -3.04162 -0.5017
H -2.20473 1.41749 -1.50750 0.0012
H 0.15984 2.18536 -3.27147 0.3223
H -1.91756 -2.53007 -3.80287 0.5115
H 0.22906 -2.96876 -2.61663 0.5239
H 0.64266 -2.04880 0.92685 -0.2547
C 3.24477 -1.49799 1.24433 -1.1558
H 3.05184 -0.68601 0.53786 0.5210
H 4.28864 -1.43588 1.57511 0.5162
H 3.30180 -4.18437 2.35430 0.3537
H 0.18973 -0.81098 3.84402 0.4833
H -0.30761 1.36409 4.83705 0.3065
H 1.91978 3.91897 5.47654 0.3351
H 1.09906 4.41643 4.00261 0.3324
H 0.19524 3.59250 5.27815 0.3698